14
Properties=species:S:1:pos:R:3:forces:R:3 method="wB97M-V/def2-TZVPD" e_lumo_ev=0.53 homo_energy_ev=-8.9669 orbital_gap_ha=0.3491 e_above_lowest_ev=2.0304 charge=0 e_tot_ha=-320.8087
C 1.19228 -1.88992 -0.64318 0.03 -0.04 -0.04
C 0.51303 -0.53022 -0.65668 0.02 0.09 -0.15
N -0.24221 -0.38302 0.58111 -0.13 0.11 0.26
C -1.03946 0.57059 1.01666 0.23 -0.28 -0.13
N -1.25837 1.63683 0.16774 -0.18 -0.05 0.32
C -2.11685 2.50063 0.75765 -0.72 0.73 0.47
N -2.85405 3.14254 1.37897 0.64 -0.30 -0.82
H 0.44255 -2.68604 -0.57524 0.13 0.10 -0.05
H 1.85654 -1.97010 0.22501 -0.06 0.00 -0.16
H 1.78586 -2.04748 -1.54574 -0.06 0.01 0.10
H -0.17061 -0.44527 -1.51064 0.11 -0.01 0.08
H 1.25195 0.27783 -0.72551 -0.06 -0.11 -0.06
H -0.11077 -1.11419 1.26593 0.04 0.01 -0.18
H -0.93368 1.84940 -0.77932 0.01 -0.27 0.36